No. 1
Computed, not measured: a 2-piece molecular cluster, C27H51N2O5S overall, with ωB97M-V/def2-TZVPD.

Results
**Energy above the lowest of the compared OMol25 structures with the same formula, charge and spin**: 758.2 kJ/mol
**Charge**: +1
**2S+1**: 1
**Orbital gap**: 7.916 eV
**HOMO**: -11.0 eV

Element x y z (Å)
C 6.07874 -1.31974 2.34873
C 5.24763 -0.46846 1.23436
C 4.16628 0.42430 2.06450
C 3.30174 1.37544 1.09622
C 1.71327 1.08528 1.12927
C 1.01797 2.28879 0.28016
C 0.17092 1.78906 -0.98734
C 1.11879 1.44393 -2.25100
C 1.71807 -0.02969 -2.00402
C 2.29126 -0.72238 -3.32646
C 3.32024 -1.89533 -2.96090
C 2.83512 -2.89892 -1.80687
C 1.29847 -3.35772 -1.88316
C 0.83629 -3.80329 -0.40876
C -0.64710 -4.48607 -0.48029
N -1.74563 -3.47286 -0.17984
C -1.66577 -3.11217 1.29914
N -2.27936 -4.29901 2.01035
C -2.59185 -1.84695 1.69273
O -2.10577 -0.56772 1.25478
C -1.71138 0.29228 2.31926
C -1.10396 -0.10161 3.68070
C -0.65243 0.89215 4.77646
C -0.80102 2.41970 4.52945
C -1.45758 2.84813 3.17096
C -1.91261 1.83683 2.07320
C -0.10226 -2.93906 1.61812
O 0.68317 -2.61236 0.41960
H 7.20327 -1.13380 2.31370
H 5.71792 -0.98436 3.38952
H 5.79132 -2.42737 2.21256
H 4.73258 -1.15815 0.46451
H 6.01289 0.21368 0.71282
H 4.77558 1.11789 2.75115
H 3.54273 -0.27497 2.72568
H 3.74361 1.33987 0.03772
H 3.43320 2.46778 1.45298
H 1.44256 0.04271 0.71189
H 1.27204 1.12119 2.19227
H 1.84604 2.99112 -0.12393
H 0.38859 2.94675 0.98345
H -0.54247 0.91960 -0.78416
H -0.47657 2.68844 -1.32746
H 1.97290 2.20105 -2.23411
H 0.55748 1.54365 -3.25530
H 2.59539 0.09305 -1.27414
H 0.92424 -0.64683 -1.46279
H 2.84586 0.04503 -3.98552
H 1.45829 -1.16103 -3.99624
H 3.66808 -2.42016 -3.92843
H 4.27242 -1.37306 -2.55460
H 3.46415 -3.86512 -1.93338
H 3.12434 -2.48922 -0.76978
H 0.57178 -2.57674 -2.28728
H 1.23450 -4.28154 -2.55114
H 1.59232 -4.56457 0.01938
H -0.62234 -5.33366 0.29708
H -0.77772 -4.95130 -1.51324
H -2.64954 -3.89946 -0.44190
H -1.57636 -2.65269 -0.79391
H -3.25768 -4.33555 1.66516
H -2.35154 -4.08163 3.01701
H -3.59423 -2.01683 1.12835
H -2.87398 -1.90506 2.80390
H -0.97371 -1.22317 3.91386
H -0.19524 0.55917 5.76254
H -0.45881 3.22478 5.27968
H -1.60328 3.95638 2.96056
H -2.38547 2.24511 1.10634
H 0.26105 -3.94605 2.06403
H 0.15230 -2.14450 2.39271
O -4.04294 3.79818 -0.53180
S -4.04227 3.21293 -1.84724
O -2.95541 3.41264 -2.76919
O -5.42929 3.58372 -2.58875
C -5.78109 4.96323 -2.72447
C -4.94559 5.65733 -3.78411
C -4.32110 1.47040 -1.69494
H -5.70367 5.47497 -1.76083
H -6.83234 4.99491 -3.02228
H -3.89484 5.70340 -3.49011
H -5.29359 6.67863 -3.94591
H -4.99125 5.10934 -4.72914
H -5.16516 1.30199 -1.02761
H -3.41627 1.02607 -1.27767
H -4.51478 1.05752 -2.68421

No. 2
Computed, not measured: C27H52AlBBeCl4F6N5NaO12S as an isolated structure, with ωB97M-V/def2-TZVPD.

Results
**Charge**: 0
**2S+1**: 1
**Orbital gap**: 0.922 eV
**HOMO**: -4.9 eV

Element x y z (Å)
C -0.28721 -3.62993 3.97049
C 1.14696 -3.12063 3.40574
S 0.77851 -1.77011 2.18447
C 1.51645 -0.13867 2.75976
N 2.58949 0.20680 1.76858
C 3.91828 -0.10282 2.21721
N 5.00160 0.77268 1.70169
N 4.26999 -1.10968 2.99497
C 5.67773 -1.42668 3.39828
C 6.22492 -2.38267 2.06551
C 4.97480 -3.11890 1.20131
O 6.02083 -3.85607 2.20469
H -0.10960 -4.53136 4.64369
H -1.00633 -3.89618 3.11537
H -0.71633 -2.79387 4.62324
H 1.66009 -4.00255 2.87736
H 1.74798 -2.72055 4.29358
H 1.84648 -0.15818 3.84877
H 0.67498 0.63236 2.60824
H 2.54695 1.24160 1.68598
H 5.07144 1.62549 2.27351
H 4.77700 0.98536 0.71932
H 3.55282 -1.76592 3.35018
H 6.35602 -0.51943 3.42599
H 5.74365 -2.10876 4.30219
H 7.16098 -1.97290 1.44440
H 4.94527 -4.14426 0.72383
H 5.48273 -2.65899 0.24540
F -1.28246 -5.27978 -1.87117
Al -0.05188 -4.47298 -0.85735
F -0.73687 -4.13072 0.73696
F 0.44264 -2.96856 -1.62786
F 1.34571 -5.54941 -0.69190
C -4.20529 -3.85969 -2.93271
Cl -5.01764 -5.10125 -3.90088
Cl -4.52916 -2.24512 -3.59078
Cl -4.71740 -3.95481 -1.24342
H -3.13223 -4.03850 -2.97573
B -0.06723 5.23531 1.32677
O 1.30548 4.82095 0.98074
C 1.68909 3.92941 1.88178
O 2.77066 3.38209 1.88586
C 0.60865 3.71243 2.85239
O 0.64043 2.95721 3.79718
O -0.42969 4.47488 2.53569
F -0.96490 4.91252 0.25630
F -0.10769 6.63498 1.59582
O 3.20885 -3.05753 -2.32464
C 4.12763 -3.75029 -2.70007
O 5.31412 -3.68535 -2.08017
C 6.40364 -4.59162 -2.32216
C 7.27037 -4.17630 -3.51529
C 3.98445 -4.62542 -3.91605
H 6.02651 -5.61335 -2.41998
H 7.01777 -4.57059 -1.41812
H 6.69688 -4.17278 -4.44612
H 8.10871 -4.87091 -3.62713
H 7.69985 -3.10102 -3.39005
H 4.15005 -4.02725 -4.81436
H 2.96694 -5.02666 -3.92784
H 4.65281 -5.48493 -3.92252
C -3.77671 3.00684 2.39898
C -3.63460 2.31761 1.04916
C -4.28551 3.05007 -0.12863
C -5.65259 3.69933 0.06429
N -6.91249 2.82963 0.11748
C -7.44578 2.48830 -1.27182
C -6.67473 1.25927 -1.70842
C -6.33400 0.51491 -0.42481
C -6.72009 1.43764 0.72318
C -7.98855 3.55270 0.94963
C -8.56442 4.83226 0.33895
C -7.69344 6.08169 0.42692
H -4.82353 3.12481 2.69703
H -3.28922 2.40908 3.17248
H -3.30635 3.99288 2.38410
H -4.00916 1.29305 1.12391
H -2.56788 2.21122 0.82866
H -4.26644 2.41004 -1.01336
H -3.60633 3.87616 -0.37772
H -5.80691 4.38113 -0.77345
H -5.63832 4.30437 0.97215
H -8.50837 2.24885 -1.16472
H -7.32779 3.34277 -1.93977
H -5.76668 1.54479 -2.24300
H -7.25661 0.64248 -2.39675
H -5.27520 0.24988 -0.40211
H -6.88702 -0.42512 -0.35408
H -6.02857 1.48218 1.56061
H -7.68657 1.11162 1.11654
H -7.56123 3.73336 1.94051
H -8.81305 2.84378 1.06606
H -9.47791 5.05183 0.90369
H -8.88495 4.67466 -0.69439
H -7.20270 6.16515 1.39919
H -8.31171 6.97313 0.28906
H -6.93593 6.10937 -0.35587
C -0.80477 9.87423 2.57354
O -0.93709 9.83331 1.35457
O -0.14113 10.73126 3.19696
O -1.31873 9.06989 3.38055
Na -0.06531 -6.87164 -2.95005
Be -6.18446 -1.76003 -5.54527
Cl 6.99298 -1.69750 -2.93422
C 10.96135 -4.40686 -5.77714
N 10.27189 -3.87870 -4.57170
O 9.82946 -2.74143 -4.63736
O 10.20893 -4.62802 -3.60559
H 10.94704 -3.64292 -6.55204
H 11.98436 -4.64773 -5.49138
H 10.42155 -5.29572 -6.10145

No. 3
Computed, not measured: C27H52As3N4OPt as an isolated structure, with ωB97M-V/def2-TZVPD.

Results
**Energy above the lowest of the compared OMol25 structures with the same formula, charge and spin**: 30.9 kJ/mol
**Charge**: +1
**2S+1**: 1
**Orbital gap**: 7.112 eV
**HOMO**: -9.1 eV

Element x y z (Å)
Pt 0.00712 0.40484 -0.22444
C -3.06444 0.21659 1.77132
As -1.91729 -0.61754 0.45728
C -1.78093 -2.36414 1.28458
C -3.17824 -0.74978 -1.03229
C -2.89379 -1.64220 -2.25668
C -4.10614 -1.49716 -3.18694
C -1.66241 -1.15885 -3.04376
As 0.05778 -1.03121 -2.13628
C 1.15985 -0.53251 -3.64417
C 0.69059 -2.85263 -1.88249
C -2.75306 -3.10789 -1.83177
As -2.51899 -4.43810 -3.28603
C -2.04636 -5.90345 -2.07273
C -4.38986 -4.96478 -3.53663
H -3.90699 -0.45630 1.93446
H -3.42650 1.17924 1.42430
H -2.52164 0.35053 2.70472
H -2.73926 -2.86791 1.17230
H -1.56890 -2.21063 2.34220
H -0.98828 -2.97076 0.85587
H -3.28133 0.29078 -1.35805
H -4.13555 -1.04388 -0.59155
H -4.28849 -0.44905 -3.43013
H -5.00568 -1.90163 -2.71898
H -3.93961 -2.03122 -4.12476
H -1.84893 -0.14529 -3.41264
H -1.50354 -1.79576 -3.91743
H 0.98878 -1.26234 -4.43563
H 2.20839 -0.54742 -3.35212
H 0.88950 0.46222 -3.98509
H 0.32431 -3.48880 -2.68865
H 0.38129 -3.25560 -0.92097
H 1.77972 -2.83076 -1.91283
H -3.62750 -3.40655 -1.24460
H -1.88121 -3.23608 -1.18815
H -1.03583 -5.76335 -1.68922
H -2.07585 -6.84449 -2.61964
H -2.74530 -5.95751 -1.23734
H -4.89889 -4.28691 -4.21843
H -4.92071 -4.99026 -2.58465
H -4.40401 -5.96234 -3.97458
C 5.38766 2.81868 -0.50770
N 4.04424 2.39040 -0.83190
C 3.15458 3.08551 -1.73946
C 1.92443 2.19177 -1.68934
O 0.90386 2.37161 -2.31709
N 2.16193 1.14713 -0.82038
C 3.40075 1.32711 -0.33731
N 3.95276 0.49388 0.54059
H 5.79897 3.35610 -1.35939
H 6.02896 1.95680 -0.32621
H 5.40390 3.47568 0.36401
H 3.55801 3.14958 -2.75120
H 2.90699 4.08923 -1.38771
H 3.33314 -0.15595 1.00086
H 4.80403 0.73684 1.01496
C 2.78363 -1.71172 3.47465
C 2.32232 -0.27733 3.41835
C 2.76956 0.64027 4.36594
C 2.31223 1.94892 4.31567
C 2.73358 2.94969 5.35841
C 1.43392 2.35053 3.31294
C 0.98968 1.47142 2.30735
C 1.45849 0.13676 2.42156
N 0.14514 1.78869 1.26619
C -0.49259 3.11545 1.12828
C 0.56645 4.20332 0.87658
C -1.38254 3.11355 -0.12056
C -1.40436 3.47847 2.31649
H 2.76753 -2.08982 4.49649
H 3.81386 -1.81635 3.12093
H 2.14887 -2.35951 2.86883
H 3.44725 0.32791 5.15161
H 3.48742 2.53325 6.02452
H 1.88023 3.25501 5.96659
H 3.14374 3.84993 4.89875
H 1.10695 3.37480 3.33802
H 1.08820 -0.60830 1.71936
H 1.00990 4.04864 -0.11034
H 1.36603 4.20626 1.61362
H 0.09659 5.18872 0.87938
H -0.83130 2.79522 -1.00856
H -1.74387 4.12778 -0.29692
H -2.25732 2.47550 0.00397
H -0.87210 3.83067 3.19337
H -1.98727 2.60940 2.61558
H -2.09623 4.26943 2.02285